The following is a DFT calculation (the ωB97M-V functional and the def2-TZVPD basis) of C32H43HgN6O10SSi as an isolated structure.

Properties
total charge: -2
gap between HOMO and LUMO (alpha / beta): 4.37 / 6.53 eV
ΔE to the lowest compared entry with this formula, charge and spin: 76.1 kJ/mol
<S²>: 0.777
spin multiplicity: 2
LUMO energy (alpha / beta): 4.40 / 4.40 eV
HOMO energy (alpha / beta): 0.0012 / -0.0785 Eh

Each line ends with the Löwdin spin population.
Geometry (Å):
H1 2.1470 -2.7978 3.7784  0.000
C1 -2.5176 3.2357 1.7491  0.000
C2 1.6992 3.4734 1.0726  0.000
H2 3.5623 2.7818 3.8895  0.000
N1 -1.5588 -0.9253 -2.2330  0.258
H3 -3.0094 5.1280 2.6080  0.000
C3 2.7668 1.4491 -2.0989  0.000
H4 1.2023 -4.0418 2.9342  0.000
C4 -4.5165 -1.6578 1.6016  0.106
C5 0.5770 -2.5070 0.7272  0.001
Hg1 -1.4348 0.8724 -0.6743  0.011
H5 1.1122 -0.2475 3.3511  0.000
C6 -2.8791 -1.9926 -0.6269  0.117
N2 -1.9218 2.0588 1.8457  0.000
H6 -1.7588 4.6260 4.7279  0.000
C7 -2.6273 -3.3254 -3.9496  0.004
C8 1.3507 -2.9654 3.0487  0.000
H7 4.9941 2.7771 1.8449  0.000
C9 -2.5858 -4.4881 -4.7018  0.001
H8 -3.6516 0.3022 1.6040  -0.001
C10 3.0043 -2.9881 1.1702  0.000
C11 4.1867 3.2344 1.2690  0.000
H9 2.7733 1.5485 -3.1867  0.000
H10 -4.8686 4.2039 -0.1422  0.000
O1 -2.1860 6.6618 -1.1998  0.000
H11 -5.1407 -1.4785 2.4659  0.008
H12 1.7300 3.1900 0.0203  0.000
H13 3.4886 2.1523 -1.6763  0.000
C12 -0.6835 0.3394 -3.8421  0.079
O2 3.1178 -0.1109 -0.2752  0.000
H14 -0.3046 -0.3818 -5.6716  0.001
C13 -2.1033 -3.2896 -2.6558  0.008
H15 -0.5861 2.4127 4.9040  0.000
C14 -2.0137 -5.6432 -4.1793  0.006
C15 -2.5030 4.1877 2.7658  0.000
H16 -2.9996 -4.4959 -5.7038  0.000
H17 -3.0609 -2.4220 -4.3567  0.000
H18 2.8410 -4.0514 0.9757  0.000
H19 1.8046 2.9275 3.7424  0.000
N3 -1.0158 -0.8560 -3.4767  -0.005
C16 -3.6700 -3.0735 -0.1442  0.033
H20 1.1198 -0.7342 -1.9117  0.001
C17 -0.6316 0.4318 3.0992  0.000
C18 -2.1453 -2.0469 -1.8440  0.091
H21 3.3078 -2.4978 0.2461  0.000
C19 4.5342 -0.3255 -2.1395  0.000
O3 2.0158 -0.9599 1.9904  0.000
H22 -0.2417 1.3006 -5.5560  0.003
H23 -1.0225 -6.5089 -2.4838  0.000
S1 -0.8847 1.8612 -3.0245  0.018
H24 4.6187 -0.2616 -3.2266  0.000
H25 -1.0966 -4.4250 -1.1529  0.001
O4 0.5606 0.4956 3.7044  0.000
O5 -3.2134 2.7102 -0.4882  0.000
H26 2.3746 -1.9774 -2.0451  0.000
H27 2.0727 -0.8460 -3.3858  0.000
H28 1.7722 4.5615 1.1417  0.000
C20 -1.8115 3.9034 3.9225  0.000
H29 0.3767 -3.5754 0.6031  0.000
C21 -1.4802 -5.6185 -2.8994  0.001
O6 -2.1783 4.9725 0.0451  0.000
H30 2.8405 4.3394 3.4171  0.000
H31 5.2496 0.3631 -1.6847  0.000
O7 -4.4307 4.1724 0.7191  0.000
Si1 2.0139 0.3152 0.8777  0.000
N4 -2.7797 5.6595 -0.8558  0.000
O8 0.5871 0.7419 0.3944  0.005
C22 -3.6904 -0.6659 1.1183  0.013
C23 -3.2422 3.5088 0.4470  0.000
H32 0.8107 -2.0938 -0.2526  0.000
C24 2.7567 3.2536 3.3225  0.000
H33 3.8116 -2.8787 1.8979  0.000
N5 -2.8896 -0.7998 0.0660  0.129
O9 2.7710 1.4140 1.8546  0.000
H34 -5.0854 -3.7344 1.2948  0.003
H35 -0.3260 -2.0211 1.0950  0.000
H36 0.7321 3.1586 1.4628  0.000
H37 1.7623 1.7022 -1.7577  0.001
O10 -1.1637 -0.5829 2.7412  0.001
H38 -3.6506 -4.0180 -0.6710  0.000
H39 4.2647 2.8884 0.2381  0.000
C25 -4.4754 -2.9078 0.9459  0.059
C26 -1.2631 1.7876 2.9768  0.000
C27 3.1171 0.0214 -1.6948  0.000
H40 4.7846 -1.3411 -1.8250  0.000
C28 -1.5213 -4.4498 -2.1491  0.009
H41 0.4228 -2.5238 3.4139  0.000
H42 4.3073 4.3209 1.2845  0.000
C29 2.1145 -0.9463 -2.3000  0.001
C30 1.7308 -2.3389 1.7095  0.000
C31 2.8364 2.8268 1.8577  0.000
C32 -1.1649 2.6795 4.0306  0.000
N6 -0.0588 0.4180 -5.1019  0.032
H43 -1.9792 -6.5517 -4.7697  0.001

The following is a DFT calculation (the ωB97M-V functional and the def2-TZVPD basis) of C34H56CoN2OP3 as an isolated structure in a non-equilibrium geometry.

Properties
total charge: +1
gap between HOMO and LUMO (alpha / beta): 6.80 / 7.10 eV
<S²>: 3.795
spin multiplicity: 4
LUMO energy (alpha / beta): -2.53 / -3.34 eV
HOMO energy (alpha / beta): -0.3430 / -0.3836 Eh

Each line ends with the Löwdin spin population.
Geometry (Å):
H1 -0.7685 -1.3133 3.3350  0.001
N1 1.9475 0.5884 -0.7660  0.032
H2 2.9448 -5.9958 -4.7480  0.000
C1 -1.8890 -0.7416 -3.2001  0.016
C2 3.5702 -1.8827 2.9181  0.006
H3 0.4895 -3.0492 1.7776  0.000
C3 -0.7318 2.1416 -3.1037  0.024
C4 -1.2131 -1.5633 -4.3119  0.004
H4 0.2067 4.0299 -2.6126  0.000
H5 1.2026 -6.2928 -2.9675  0.000
H6 -0.8508 3.9988 2.9857  0.000
C5 -1.5775 3.6286 2.2555  0.020
H7 -3.0205 2.9901 0.1540  0.001
H8 4.2744 -1.0730 2.6854  0.000
H9 -3.2290 1.7043 1.3815  0.001
H10 -2.7994 2.7802 -3.5672  0.000
H11 0.3973 -4.2685 -1.7042  0.002
C6 0.9615 -1.7437 -2.1489  0.042
H12 -3.1791 -1.2466 -1.4861  0.000
H13 -3.6387 0.5909 -3.0835  0.000
C7 3.3475 0.7318 -2.6793  0.004
H14 -2.6864 1.2523 -0.2431  0.003
H15 2.1779 -0.6567 5.2532  0.000
Co1 0.2788 -0.1630 -0.0245  2.205
H16 -0.5287 -0.9851 -4.9410  0.000
C8 1.4344 -3.0666 2.3425  0.000
H17 3.0345 -1.4177 -0.1503  0.000
C9 1.5799 -2.9074 -2.8750  0.010
C10 2.5711 -5.1308 -4.2121  0.002
H18 -1.8501 4.4389 1.5560  0.004
H19 -2.0181 -1.9367 -4.9592  0.001
C11 0.4054 2.9577 -2.4931  0.001
H20 1.8770 1.0824 5.3125  0.001
C12 -2.0902 2.7835 -2.7282  0.003
H21 -3.6887 -0.6629 -4.3310  0.000
C13 -2.6160 2.0372 0.5197  0.004
P1 1.4322 -0.3267 1.8941  0.075
H22 -0.7356 1.4193 2.9865  0.005
P2 -0.8841 2.3686 1.1046  0.088
O1 -2.0711 -1.1903 1.1723  -0.011
H23 -1.9342 3.8288 -2.4300  0.000
P3 -0.6671 0.3984 -2.2690  0.091
H24 -0.8306 -0.4139 4.8587  0.000
H25 3.0212 0.4531 4.1292  0.001
H26 -1.7239 -2.2704 -1.6122  0.000
C14 1.6055 -5.3066 -3.2121  0.000
C15 -2.4893 -1.7323 -2.1882  0.001
C16 2.4074 -1.9516 1.9198  0.015
C17 1.1318 -4.1886 -2.5172  0.004
C18 0.2006 1.4913 3.5931  0.011
H27 1.3700 3.1138 0.1713  0.000
H28 3.4832 0.5720 -3.7514  0.000
H29 4.0635 -2.5790 0.6575  0.000
C19 1.0116 -0.3150 -2.7954  0.009
C20 4.3842 1.2258 -1.8776  0.002
H30 3.6324 0.7313 2.0643  0.002
C21 4.1823 1.3894 -0.5118  0.004
C22 -3.0343 0.0617 -3.8278  0.001
H31 0.8693 2.2752 3.2099  0.001
H32 0.4644 2.7671 -1.4223  0.000
C23 2.5654 -2.7355 -3.8623  0.002
C24 2.7029 0.9634 1.5288  0.006
C25 0.5282 3.6047 0.6811  -0.003
H33 0.9248 4.0454 1.6145  0.000
H34 0.3137 2.6594 -4.9268  0.001
H35 0.0817 4.3910 0.0532  0.001
H36 5.3531 1.4522 -2.3196  0.000
H37 2.3510 1.9478 1.8838  0.000
H38 1.1336 -0.2925 -3.8810  0.000
C26 3.0174 -2.2697 0.5341  0.000
C27 -0.1520 -0.9110 4.1517  0.001
H39 0.3294 -1.7387 4.6856  0.000
C28 -1.1178 -0.6927 0.7056  0.028
C29 2.1366 0.4062 -2.0954  0.004
H40 4.1127 -2.8336 2.8265  0.001
H41 -2.5662 2.2726 -1.8850  0.002
H42 -1.4225 2.4513 -5.1651  0.001
H43 3.8102 -3.7177 -5.3134  0.000
H44 1.2130 -3.0228 3.4160  0.000
H45 -2.4802 3.2716 2.7618  0.000
H46 3.2289 -1.7941 3.9535  0.000
H47 1.3801 2.7210 -2.9302  0.000
H48 2.9326 -1.7293 -4.0928  0.000
C30 0.8798 0.1248 3.6659  0.015
H49 -0.6830 -2.4346 -3.9101  0.000
H50 -3.0520 -2.4789 -2.7684  0.000
H51 -0.1139 1.7902 4.6054  0.001
H52 -0.3688 1.0208 -4.9939  0.001
H53 1.9262 -4.0275 2.1435  0.000
C31 2.0716 0.2418 4.6329  0.006
C32 -0.5489 2.0419 -4.6351  0.007
H54 4.9642 1.7440 0.1654  0.000
C33 3.0576 -3.8572 -4.5336  0.001
H55 -2.6810 0.7665 -4.5863  0.000
N2 0.4580 -1.8425 -0.9722  0.233
C34 2.9551 1.0087 0.0317  0.006
H56 2.4584 -3.0709 0.0437  0.000

| no. | M (g/mol) |
| --- | --- |
| 1 | 932.47 |
| 2 | 660.69 |